# C50H42N4OP2SSbSe2Tl

A molecular structure, C50H42N4OP2SSbSe2Tl in a non-equilibrium geometry (ωB97M-V with the def2-TZVPD basis set, the Open Molecules 2025 dataset).

Atoms and positions in Å:
1 Tl 0.104429 0.207269 -1.263313
2 Se -2.484412 -2.559688 4.827039
3 P -1.469810 -0.712820 4.699465
4 C 0.127893 -0.820524 5.528651
5 C 1.236858 -1.309944 4.844341
6 C 2.445658 -1.449591 5.506115
7 C 2.546876 -1.108445 6.848607
8 C 1.436228 -0.639339 7.534168
9 C 0.220672 -0.501089 6.879455
10 C -2.395826 0.643906 5.454979
11 C -3.720615 0.444535 5.824708
12 C -4.428050 1.473283 6.432562
13 C -3.813942 2.693584 6.667013
14 C -2.490257 2.894810 6.293236
15 C -1.775966 1.875620 5.686554
16 C -1.023481 -0.129902 3.023903
17 C -1.110700 -0.531011 1.697141
18 N -0.520072 0.450159 0.973393
19 N -0.073648 1.388600 1.794820
20 N -0.373412 1.064829 3.018967
21 P -1.713756 -1.939147 0.793463
22 Se -2.095028 -1.379082 -1.287517
23 C -3.271787 -2.463362 1.456602
24 C -4.168947 -1.488700 1.894591
25 C -5.395893 -1.877388 2.397989
26 C -5.724128 -3.226085 2.457114
27 C -4.837326 -4.189984 1.996555
28 C -3.607183 -3.814573 1.484139
29 C -0.479976 -3.239234 0.907784
30 C 0.252895 -3.649776 -0.205024
31 C 1.221163 -4.632727 -0.061218
32 C 1.461301 -5.196551 1.183595
33 C 0.731862 -4.783580 2.291442
34 C -0.240903 -3.805470 2.161405
35 H 1.158552 -1.571855 3.794761
36 H 3.311216 -1.824611 4.975255
37 H 3.493100 -1.213663 7.362644
38 H 1.512055 -0.381777 8.582197
39 H -0.649412 -0.140482 7.413011
40 H -4.188245 -0.514796 5.642379
41 H -5.458937 1.319319 6.722535
42 H -4.368934 3.494302 7.138369
43 H -2.013534 3.849113 6.474988
44 H -0.749584 2.029854 5.383256
45 H -3.904539 -0.438550 1.856168
46 H -6.093238 -1.128369 2.747964
47 H -6.680264 -3.528952 2.862905
48 H -5.102122 -5.237963 2.035977
49 H -2.908194 -4.562605 1.131550
50 H 0.062722 -3.218482 -1.180068
51 H 1.781974 -4.965255 -0.924911
52 H 2.216036 -5.964380 1.292342
53 H 0.913849 -5.225502 3.262133
54 H -0.818696 -3.492775 3.027048
55 O -0.773624 0.587948 -3.641898
56 C -1.875019 1.487763 -3.780267
57 C -1.956860 2.431615 -2.605257
58 C -2.884810 3.460235 -2.624848
59 C -2.902548 4.366914 -1.581189
60 C -1.977384 4.230875 -0.554152
61 C -1.108601 3.162380 -0.583232
62 N -1.112163 2.267752 -1.587983
63 H -0.975331 -0.237891 -4.098365
64 H -2.812471 0.934733 -3.871824
65 H -1.737743 2.080414 -4.688209
66 H -3.584788 3.538053 -3.447401
67 H -3.627256 5.170129 -1.575835
68 H -1.942254 4.934025 0.265677
69 H -0.398441 2.994538 0.216238
70 S 2.409026 1.211613 -1.303283
71 Sb 2.761016 1.085106 -3.631866
72 C 4.823291 1.285582 -3.835237
73 C 5.447479 2.390225 -3.260430
74 C 6.826337 2.496975 -3.350390
75 C 7.559407 1.514979 -4.006093
76 C 6.924985 0.421562 -4.579312
77 C 5.544909 0.297541 -4.497293
78 C 2.182636 -0.853593 -4.180911
79 C 1.279849 -1.087412 -5.217698
80 C 0.909345 -2.392669 -5.511766
81 C 1.451494 -3.450609 -4.790161
82 C 2.355822 -3.211125 -3.763956
83 C 2.722357 -1.909273 -3.448027
84 C 1.620876 2.594503 -4.529364
85 C 1.448544 2.635305 -5.912109
86 C 0.707435 3.668005 -6.466770
87 C 0.144047 4.641107 -5.648504
88 C 0.327767 4.596049 -4.272971
89 C 1.079128 3.573752 -3.705674
90 H 4.874734 3.158987 -2.754690
91 H 7.325578 3.348225 -2.907812
92 H 8.634671 1.608865 -4.079270
93 H 7.499516 -0.336548 -5.094067
94 H 5.046229 -0.549995 -4.952240
95 H 0.885376 -0.263496 -5.800335
96 H 0.211415 -2.588875 -6.315636
97 H 1.181454 -4.467248 -5.043488
98 H 2.789672 -4.038672 -3.218119
99 H 3.428470 -1.721526 -2.646805
100 H 1.890923 1.883790 -6.555915
101 H 0.589194 3.728743 -7.540521
102 H -0.427237 5.446372 -6.091475
103 H -0.102022 5.360755 -3.638673
104 H 1.231019 3.542356 -2.633872

Cartesian forces (eV/Å) of the 2 atoms listed first:
Tl -0.740 0.485 0.601
Se 0.015 0.064 -0.116

Its highest occupied orbital energy is -11.42 eV. The calculation puts the relative energy (zero: lowest compared OMol25 entry of this formula, charge and spin) at 8.03 kcal per mole. As for the LUMO energy: -6.68 eV. As for the total charge: +2. The calculation puts the gap between HOMO and LUMO at 4.73 eV. For the total energy, the calculation gives -8520.8230 a.u.